Entry 1:
Formula: C4H11S2
Source: OMol25
Level of theory: ωB97M-V/def2-TZVPD

Cartesian coordinates (Å):
C 0.842 -1.280 1.343
S 0.069 -2.689 0.666
C -0.852 -1.872 -0.742
H 0.511 -1.027 2.342
H 0.633 -0.544 0.532
H 2.010 -1.309 1.415
H -1.227 -2.722 -1.346
H -1.616 -1.089 -0.445
H -0.169 -1.271 -1.300
C -1.603 2.528 -0.404
C -0.253 2.204 0.306
S 1.019 1.846 -0.939
H -1.916 1.508 -0.732
H -1.595 3.171 -1.289
H -2.420 2.859 0.284
H -0.381 1.342 0.971
H -0.038 3.098 0.920

The energy relative to the best compared isomer or geometry (same formula, charge and spin) comes out at 0.8590 eV. Its HOMO-LUMO gap is 5.73 eV. As for the spin multiplicity: 1. The net charge is -1.

Entry 2:
Formula: C4H12
Source: OMol25
Level of theory: ωB97M-V/def2-TZVPD

Cartesian coordinates (Å):
C 2.644 -0.433 -0.490
C 1.372 -1.120 -1.184
H 2.548 0.662 -0.068
H 2.830 -0.917 0.495
H 3.530 -0.422 -1.184
H 1.613 -2.180 -1.245
H 1.371 -0.679 -2.141
H 0.645 -0.918 -0.548
C -2.646 1.295 0.887
C -1.503 0.312 0.707
H -2.312 2.121 1.495
H -2.989 1.618 -0.169
H -3.618 0.763 1.304
H -0.907 0.178 1.688
H -0.804 0.519 -0.071
H -1.773 -0.801 0.524

The energy relative to the best compared isomer or geometry (same formula, charge and spin) comes out at 1.2688 eV. Its HOMO-LUMO gap is 12.44 eV. As for the spin multiplicity: 1. As for the SMILES: CC.CC.

Entry 3:
Formula: C4H12
Source: OMol25
Level of theory: ωB97M-V/def2-TZVPD

Cartesian coordinates (Å):
C -2.126 -1.381 0.560
C -2.656 -0.181 -0.409
H -1.085 -1.202 0.766
H -2.843 -1.290 1.373
H -2.113 -2.315 0.024
H -2.894 0.617 0.308
H -3.559 -0.532 -0.921
H -1.873 0.187 -1.051
C 1.735 1.114 -0.152
C 3.074 0.381 -0.050
H 1.308 1.193 -1.159
H 0.937 0.643 0.420
H 1.711 2.086 0.347
H 3.138 -0.558 -0.622
H 3.423 0.156 0.960
H 3.824 1.082 -0.395

The energy relative to the best compared isomer or geometry (same formula, charge and spin) comes out at 0.5589 eV. Its HOMO-LUMO gap is 12.70 eV. As for the spin multiplicity: 1. As for the SMILES: CC.CC.

Entry 4:
Formula: C4H12
Source: OMol25
Level of theory: ωB97M-V/def2-TZVPD

Cartesian coordinates (Å):
C 1.810 -1.350 0.309
C 2.920 -0.285 0.530
H 2.015 -1.959 -0.575
H 1.619 -2.003 1.143
H 0.894 -0.776 0.106
H 2.528 0.670 0.176
H 3.313 -0.308 1.535
H 3.791 -0.544 -0.070
C -2.541 0.354 0.201
C -2.205 1.257 -0.998
H -2.049 -0.620 0.161
H -2.129 0.834 1.094
H -3.587 0.147 0.331
H -2.907 2.092 -1.067
H -2.230 0.721 -1.936
H -1.242 1.768 -0.939

The energy relative to the best compared isomer or geometry (same formula, charge and spin) comes out at 0.3128 eV. Its HOMO-LUMO gap is 12.83 eV. As for the spin multiplicity: 1. As for the SMILES: CC.CC.

Entry 5:
Formula: C4H12
Source: OMol25
Level of theory: ωB97M-V/def2-TZVPD

Cartesian coordinates (Å):
C 3.242 4.179 -0.429
C 3.224 5.527 0.314
H 3.233 3.249 0.327
H 4.220 3.976 -0.892
H 2.394 3.944 -1.105
H 4.129 5.636 0.806
H 3.250 6.362 -0.378
H 2.461 5.769 1.032
C -3.854 -4.603 0.462
C -2.706 -5.028 -0.483
H -4.117 -3.533 0.420
H -3.759 -4.666 1.645
H -4.590 -5.383 0.388
H -1.809 -4.389 -0.072
H -2.218 -5.964 -0.501
H -3.100 -5.075 -1.534

The energy relative to the best compared isomer or geometry (same formula, charge and spin) comes out at 1.6871 eV. Its HOMO-LUMO gap is 12.34 eV. As for the spin multiplicity: 1. As for the SMILES: CC.CC.

Entry 6:
Formula: C4H12
Source: OMol25
Level of theory: ωB97M-V/def2-TZVPD

Cartesian coordinates (Å):
C -2.164 -0.675 -1.329
C -1.997 0.356 -0.292
H -1.614 -0.590 -2.212
H -1.768 -1.723 -1.006
H -3.241 -0.865 -1.560
H -0.944 0.497 -0.083
H -2.283 1.381 -0.720
H -2.609 0.339 0.566
C 1.984 0.035 0.080
C 2.200 0.378 1.488
H 1.525 -0.959 0.024
H 1.215 0.643 -0.531
H 2.944 0.117 -0.518
H 2.277 1.353 1.872
H 3.008 -0.142 2.028
H 1.468 -0.145 2.192

The energy relative to the best compared isomer or geometry (same formula, charge and spin) comes out at 1.0712 eV. Its HOMO-LUMO gap is 12.12 eV. As for the spin multiplicity: 1. As for the SMILES: CC.CC.

Entry 7:
Formula: C4H12
Source: OMol25
Level of theory: ωB97M-V/def2-TZVPD

Cartesian coordinates (Å):
C -3.247 1.963 -2.283
C -4.590 2.399 -1.716
H -2.486 2.755 -2.172
H -3.358 1.730 -3.355
H -2.892 1.059 -1.761
H -5.370 1.621 -1.772
H -4.911 3.264 -2.320
H -4.489 2.721 -0.666
C 3.610 -2.398 1.345
C 4.212 -2.009 2.679
H 2.819 -1.670 1.099
H 3.184 -3.414 1.288
H 4.414 -2.310 0.595
H 5.123 -2.597 2.879
H 3.499 -2.173 3.505
H 4.481 -0.940 2.655

The energy relative to the best compared isomer or geometry (same formula, charge and spin) comes out at 0.1234 eV. Its HOMO-LUMO gap is 13.11 eV. As for the spin multiplicity: 1. As for the SMILES: CC.CC.

Entry 8:
Formula: C4H12
Source: OMol25
Level of theory: ωB97M-V/def2-TZVPD

Cartesian coordinates (Å):
C 2.200 -1.966 0.339
C 1.121 -0.929 -0.148
H 1.669 -2.829 0.683
H 2.923 -2.307 -0.391
H 2.808 -1.567 1.183
H 0.582 -1.595 -0.803
H 0.516 -0.485 0.711
H 1.578 -0.116 -0.723
C -1.885 2.104 0.232
C -1.501 0.842 -0.484
H -2.638 2.748 -0.258
H -2.349 1.857 1.190
H -1.043 2.749 0.472
H -2.245 0.477 -1.190
H -0.619 0.871 -1.085
H -1.115 0.146 0.272

The energy relative to the best compared isomer or geometry (same formula, charge and spin) comes out at 0.7148 eV. Its HOMO-LUMO gap is 12.34 eV. As for the spin multiplicity: 1. As for the SMILES: CC.CC.

Entry 9:
Formula: C4H12
Source: OMol25
Level of theory: ωB97M-V/def2-TZVPD

Cartesian coordinates (Å):
C -2.160 0.588 1.138
C -2.350 0.726 -0.369
H -2.858 -0.010 1.721
H -1.204 0.174 1.528
H -2.265 1.610 1.507
H -1.441 1.024 -0.894
H -3.185 1.432 -0.585
H -2.763 -0.214 -0.735
C 1.674 -1.033 -0.060
C 2.849 -0.294 -0.740
H 1.188 -1.632 -0.849
H 2.054 -1.690 0.727
H 1.002 -0.338 0.462
H 3.661 -0.162 -0.018
H 2.574 0.744 -0.972
H 3.111 -0.790 -1.666

The energy relative to the best compared isomer or geometry (same formula, charge and spin) comes out at 0.4573 eV. Its HOMO-LUMO gap is 12.67 eV. As for the spin multiplicity: 1. As for the SMILES: CC.CC.

Entry 10:
Formula: C4H12
Source: OMol25
Level of theory: ωB97M-V/def2-TZVPD

Cartesian coordinates (Å):
C 1.008 2.721 -0.139
C 1.564 1.284 -0.035
H -0.022 2.852 0.068
H 1.751 3.303 0.541
H 1.175 3.023 -1.179
H 2.591 1.248 -0.005
H 1.288 0.631 -0.941
H 1.176 0.719 0.774
C -1.133 -1.606 -0.496
C -1.517 -2.315 0.783
H -1.318 -2.195 -1.479
H -1.699 -0.806 -0.832
H -0.061 -1.270 -0.376
H -1.907 -3.274 0.455
H -2.297 -1.771 1.415
H -0.599 -2.543 1.446

The energy relative to the best compared isomer or geometry (same formula, charge and spin) comes out at 1.0760 eV. Its HOMO-LUMO gap is 12.48 eV. As for the spin multiplicity: 1. As for the SMILES: CC.CC.